1.
Computed, not measured: C22H11NO12Pt as an isolated structure at a distorted geometry, with ωB97M-V with the def2-TZVPD basis set.

Properties
- Relative energy (zero: lowest compared OMol25 entry of this formula, charge and spin): 0.0 kJ/mol
- Electronic energy: -52290.2523 eV
- Expectation value of S²: 2.00
- Molecular weight: 676.40 g/mol
- LUMO energy (alpha / beta): 7.75 / 7.74 eV

Structure (ORCA input):
```
! wB97M-V def2-TZVPD RIJCOSX def2/J DEFGRID3
* xyz -4 3
Pt -0.313 -0.813 0.414
C 2.472 2.610 0.327
C 3.243 3.740 -0.134
C 3.985 3.596 -1.515
O 4.633 4.570 -1.938
C 3.862 2.365 -2.190
C 3.038 1.312 -1.766
C 2.284 1.471 -0.438
O 1.559 0.494 -0.032
O 2.800 0.318 -2.478
O 3.322 4.817 0.455
H 2.059 2.685 1.326
H 4.358 2.337 -3.157
C -2.076 -2.668 -3.260
C -3.413 -3.101 -3.511
C -4.501 -2.953 -2.387
O -5.692 -3.193 -2.635
C -4.056 -2.570 -1.086
C -2.730 -2.226 -0.860
C -1.739 -2.214 -1.989
O -0.583 -1.773 -1.728
O -2.333 -1.961 0.316
O -3.793 -3.614 -4.573
H -1.302 -2.679 -4.013
H -4.832 -2.481 -0.337
C -0.461 2.184 3.446
C -0.506 3.606 3.287
C -1.077 4.190 1.942
O -1.150 5.406 1.847
C -1.415 3.248 0.913
C -1.322 1.887 1.102
C -0.809 1.327 2.417
O -0.515 0.080 2.482
O -1.655 1.081 0.148
O -0.022 4.397 4.095
H 0.121 1.783 4.268
H -1.736 3.672 -0.028
N 0.282 -3.845 0.723
C 0.283 -3.336 1.991
C 1.314 -2.438 2.104
C 2.005 -2.485 0.859
C 1.324 -3.300 -0.002
H -0.430 -4.460 0.382
H -0.495 -3.622 2.680
H 1.684 -1.927 2.974
H 2.892 -1.935 0.590
H 1.434 -3.580 -1.033
*
```

---

2.
Computed, not measured: a 7-piece molecular cluster, C38H97N7O12 overall at a distorted geometry, with ωB97M-V with the def2-TZVPD basis set.

Properties
- Relative energy (zero: lowest compared OMol25 entry of this formula, charge and spin): 679.2 kJ/mol
- Electronic energy: -75964.9696 eV
- Molecular weight: 844.23 g/mol
- SMILES: COC[C@H](C)N.COC[C@H](C)N.COCCNCCOC.COCCNCCOC.COCCNCCOC.COCCNCCOC.COCCNCCOC
- LUMO energy: 0.44 eV

Structure (ORCA input):
```
! wB97M-V def2-TZVPD RIJCOSX def2/J DEFGRID3
* xyz 0 1
C -7.512 1.379 -10.346
O -8.009 2.196 -11.361
C -8.672 3.381 -10.828
C -10.092 3.614 -11.335
C -10.326 5.073 -11.444
N -11.116 3.031 -10.418
H -6.428 1.427 -10.243
H -7.554 0.407 -10.837
H -7.816 1.404 -9.300
H -8.682 3.361 -9.739
H -8.024 4.185 -11.177
H -10.055 3.228 -12.354
H -11.368 5.353 -11.598
H -9.803 5.571 -12.260
H -10.068 5.481 -10.467
H -12.032 3.395 -10.636
H -11.386 2.059 -10.448
C -3.309 -5.221 10.758
O -2.019 -5.777 10.961
C -0.828 -5.057 10.895
C 0.356 -5.883 11.343
C 0.214 -6.378 12.831
N 1.586 -5.173 11.140
H -3.816 -4.689 11.562
H -3.917 -5.955 10.228
H -3.239 -4.389 10.057
H -0.732 -4.762 9.850
H -0.935 -4.153 11.495
H 0.439 -6.770 10.715
H -0.538 -7.128 13.078
H -0.018 -5.537 13.484
H 1.080 -6.845 13.299
H 1.565 -4.882 10.173
H 2.180 -5.983 11.037
C -1.913 1.678 -3.666
O -1.862 3.066 -3.299
C -2.570 3.306 -2.054
C -1.886 3.717 -0.759
N -2.200 2.795 0.315
C -3.474 3.034 1.033
C -3.799 1.892 1.973
O -2.679 1.877 2.826
C -2.503 0.601 3.554
H -1.062 1.423 -4.299
H -2.861 1.414 -4.135
H -1.835 0.939 -2.869
H -3.372 2.597 -1.847
H -3.064 4.211 -2.408
H -1.961 4.758 -0.444
H -0.809 3.548 -0.779
H -1.440 2.683 0.971
H -4.268 3.183 0.301
H -3.517 3.998 1.539
H -3.759 0.981 1.375
H -4.781 1.927 2.444
H -3.272 0.498 4.320
H -1.477 0.695 3.909
H -2.724 -0.294 2.973
C 4.618 -9.083 -2.122
O 5.977 -8.977 -2.399
C 6.758 -7.954 -1.792
C 6.664 -6.580 -2.519
N 5.678 -5.742 -1.994
C 5.269 -4.713 -3.013
C 4.338 -3.718 -2.457
O 3.228 -4.307 -1.838
C 2.294 -3.536 -1.146
H 4.369 -10.112 -2.382
H 4.041 -8.459 -2.805
H 4.274 -8.820 -1.122
H 7.780 -8.315 -1.677
H 6.445 -7.787 -0.761
H 6.430 -6.792 -3.562
H 7.572 -5.985 -2.420
H 4.730 -6.074 -1.883
H 4.758 -5.194 -3.847
H 6.152 -4.223 -3.422
H 4.093 -2.986 -3.227
H 4.786 -3.141 -1.648
H 2.481 -3.334 -0.091
H 1.416 -4.172 -1.037
H 2.244 -2.522 -1.542
C 5.708 3.745 2.367
O 6.532 4.704 3.114
C 6.557 6.003 2.614
C 7.688 6.796 3.334
N 8.935 6.659 2.563
C 10.141 7.111 3.287
C 11.385 6.617 2.482
O 11.402 5.225 2.219
C 12.567 4.605 1.765
H 6.083 2.727 2.471
H 5.556 4.158 1.370
H 4.712 3.732 2.810
H 5.611 6.364 3.016
H 6.643 6.159 1.539
H 7.726 6.340 4.324
H 7.397 7.824 3.548
H 9.300 5.748 2.322
H 10.215 6.670 4.281
H 10.184 8.199 3.337
H 12.108 6.858 3.262
H 11.531 7.187 1.565
H 13.309 4.500 2.557
H 13.071 5.211 1.012
H 12.388 3.621 1.334
C -0.276 10.227 -5.072
O -1.262 9.510 -4.345
C -2.364 10.320 -3.884
C -3.266 10.874 -5.060
N -3.575 9.935 -6.094
C -4.060 10.610 -7.286
C -4.897 9.677 -8.178
O -4.069 9.040 -9.185
C -3.101 8.072 -8.635
H -0.638 10.572 -6.040
H 0.633 9.643 -5.220
H 0.001 11.092 -4.470
H -1.927 11.099 -3.259
H -2.904 9.620 -3.247
H -2.642 11.709 -5.375
H -4.164 11.303 -4.615
H -2.854 9.293 -6.390
H -3.378 11.152 -7.941
H -4.653 11.470 -6.977
H -5.427 10.454 -8.729
H -5.492 8.971 -7.599
H -2.201 8.583 -8.293
H -2.891 7.401 -9.468
H -3.545 7.404 -7.896
C 2.017 -8.273 3.982
O 1.032 -8.693 4.894
C -0.242 -8.078 5.052
C -1.224 -8.919 5.975
N -1.870 -10.006 5.186
C -2.989 -10.653 5.847
C -2.591 -11.624 6.993
O -1.933 -12.827 6.428
C -2.855 -13.712 5.710
H 1.712 -8.385 2.942
H 2.913 -8.857 4.190
H 2.344 -7.249 4.166
H -0.672 -8.099 4.051
H -0.123 -7.104 5.528
H -1.946 -8.288 6.493
H -0.726 -9.330 6.854
H -1.245 -10.721 4.842
H -3.690 -11.137 5.166
H -3.584 -9.939 6.417
H -3.394 -11.882 7.683
H -1.763 -11.188 7.552
H -2.438 -14.663 5.378
H -3.186 -13.259 4.776
H -3.772 -13.875 6.277
*
```

---

3.
Computed, not measured: C3H7NS2 in the gas phase at a distorted geometry, with ωB97M-V with the def2-TZVPD basis set.

Properties
- Relative energy (zero: lowest compared OMol25 entry of this formula, charge and spin): 270.4 kJ/mol
- Electronic energy: -26382.3731 eV
- Molecular weight: 121.23 g/mol
- SMILES: C[C@H](N)C(=S)S
- LUMO energy: -0.11 eV

Structure (ORCA input):
```
! wB97M-V def2-TZVPD RIJCOSX def2/J DEFGRID3
* xyz 0 1
C -1.482 -0.991 0.787
C -1.159 -0.117 -0.358
N -1.068 -0.776 -1.650
C 0.232 0.318 0.112
S 0.246 1.428 1.332
S 1.610 -0.431 -0.592
H -2.301 -1.878 0.456
H -1.641 -0.594 1.664
H -0.515 -1.594 0.922
H -1.739 0.840 -0.787
H -0.563 -0.041 -2.347
H -2.081 -1.196 -1.920
H 1.080 -1.309 -1.518
*
```

---

4.
Computed, not measured: C10H13LuNP as an isolated structure at a distorted geometry, with ωB97M-V with the def2-TZVPD basis set.

Properties
- Electronic energy: -54972.5863 eV
- Molecular weight: 353.16 g/mol
- LUMO energy: -0.77 eV

Structure (ORCA input):
```
! wB97M-V def2-TZVPD RIJCOSX def2/J DEFGRID3
* xyz 0 1
C 1.764 0.841 -2.384
C 2.714 0.009 -2.849
C 2.884 -1.372 -2.568
C 1.999 -2.099 -1.731
C 0.944 -1.568 -1.088
Lu 0.554 0.404 -0.638
P -0.533 2.631 -0.937
H 1.764 1.892 -2.626
H 3.415 0.443 -3.565
H 3.683 -1.912 -3.076
H 0.182 -2.128 -0.575
H 2.132 -3.180 -1.669
H -1.919 2.529 -1.140
H -0.155 3.378 -2.047
H -0.512 3.608 0.047
C -2.381 -0.525 3.384
C -1.530 -1.499 2.889
C -0.755 -1.241 1.764
N -0.829 -0.039 1.117
C -1.662 0.916 1.618
C -2.442 0.698 2.738
H -2.982 -0.705 4.267
H -1.450 -2.462 3.387
H -0.063 -2.017 1.418
H -1.737 1.908 1.155
H -3.089 1.491 3.108
*
```

---

5.
Computed, not measured: C5H8FN3O2S in the gas phase at a distorted geometry, with ωB97M-V with the def2-TZVPD basis set.

Properties
- Relative energy (zero: lowest compared OMol25 entry of this formula, charge and spin): 542.6 kJ/mol
- Electronic energy: -27426.1013 eV
- Molecular weight: 193.20 g/mol
- LUMO energy: -0.17 eV

Structure (ORCA input):
```
! wB97M-V def2-TZVPD RIJCOSX def2/J DEFGRID3
* xyz 0 1
C -1.674 1.725 -0.089
C -0.227 1.699 -0.147
C -0.177 -1.482 -0.490
C 0.240 3.167 -0.157
C 1.906 -1.065 0.455
N 0.647 0.792 -0.082
N 0.627 -0.585 0.047
N -0.020 -2.794 -0.495
O -3.571 0.012 -0.100
O -1.336 -1.045 -1.006
F -1.810 -0.860 1.432
S -2.218 0.224 0.087
H -0.478 3.838 0.336
H 1.110 3.309 0.537
H 0.608 3.325 -1.167
H 1.596 -1.987 1.100
H 2.418 -1.471 -0.387
H 2.501 -0.148 0.721
H -0.872 -3.303 -0.628
H 0.731 -3.350 0.031
*
```